# C12H31FeO5

A molecular structure, C12H31FeO5 (ωB97M-V/def2-TZVPD, the Open Molecules 2025 dataset).

The geometry in XYZ format:
```
49
Properties=species:S:1:pos:R:3:forces:R:3:mulliken_charge:R:1
Fe -0.59017 -0.06077 1.25118 -0.4 0.7 1.6 1.096
C 1.00099 3.06826 2.40680 0.3 0.1 -0.3 -0.751
C -0.51941 2.87974 2.32128 0.2 0.3 -0.6 -0.298
O -0.91440 1.59004 2.35457 0.0 -0.3 -0.1 -0.647
H 1.27462 4.13359 2.38860 0.0 0.0 0.3 0.373
H 1.51002 2.63195 1.53573 -0.2 -0.1 0.1 0.032
H 1.39956 2.56519 3.29055 0.0 0.1 0.0 0.247
H -0.83236 3.39193 1.36877 -0.1 0.1 0.3 0.133
H -0.96500 3.49395 3.13561 0.0 -0.1 0.0 0.284
C 2.89316 -0.46821 1.19854 0.3 0.1 -1.1 -0.673
C 2.17121 -0.78822 2.50502 0.2 -0.6 0.0 -0.385
O 0.82108 -0.90527 2.40179 -0.4 0.4 -0.7 -0.742
H 3.99121 -0.52881 1.22651 -0.1 0.1 0.4 0.478
H 2.65280 0.53319 0.82498 0.0 0.0 0.3 0.058
H 2.61974 -1.13382 0.36183 -0.3 -0.1 0.4 -0.034
H 2.50769 -0.02252 3.23733 -0.1 -0.1 0.1 0.188
H 2.56269 -1.76840 2.85795 0.3 0.2 0.1 0.349
C -3.27233 0.18179 -1.29865 -1.0 0.3 -0.5 -0.184
C -3.63547 -0.09771 0.16210 0.3 0.2 0.8 -0.607
O -2.60227 -0.38598 1.01309 0.5 -0.7 -0.6 -0.760
H -2.91184 1.20218 -1.45294 0.5 -0.1 0.1 0.034
H -4.19162 0.16026 -1.91118 0.1 -0.1 0.1 0.445
H -2.61885 -0.58626 -1.71507 0.2 0.1 0.1 -0.323
H -4.37170 -0.93003 0.14529 -0.1 0.1 0.0 0.324
H -4.15686 0.80065 0.55267 -0.3 -0.1 -0.3 0.269
C 0.42739 -4.25592 -0.16920 -0.3 -0.3 0.0 -1.545
C -0.01114 -2.92389 -0.75189 1.4 0.9 0.2 0.920
C -0.79417 -3.03188 -2.04623 -0.5 0.0 0.1 -1.372
O -0.55346 -2.05379 0.23247 -0.8 -1.3 -0.7 -0.164
H 1.24267 -4.66552 -0.77024 -0.1 -0.1 0.0 0.397
H -0.39384 -4.98107 -0.14497 0.0 0.0 0.0 0.356
H 0.78392 -4.13192 0.85177 0.1 0.2 0.0 0.358
H 0.92313 -2.40507 -1.00584 -0.1 0.0 -0.1 -0.164
H -1.26379 -2.08670 -2.31988 0.3 0.2 0.0 0.234
H -1.62980 -3.73872 -1.99589 0.2 -0.2 0.1 0.351
H -0.10014 -3.31756 -2.83760 -0.2 -0.2 -0.1 0.388
H -1.46412 -2.32499 0.42001 -0.2 0.5 0.2 0.213
C 1.60780 1.01213 -2.29744 0.1 -0.1 0.2 -1.548
C 0.85157 1.56168 -1.11287 -0.7 0.2 -0.3 1.575
C 0.29508 2.93723 -1.40839 -0.1 1.0 0.1 -1.233
O -0.22718 0.66581 -0.78995 0.8 0.2 0.1 0.241
H 2.43547 1.67917 -2.53692 0.2 -0.2 -0.1 0.432
H 0.94331 0.96682 -3.16433 0.0 -0.1 -0.1 0.399
H 1.96018 0.01352 -2.03884 0.2 0.0 -0.2 0.296
H 1.48218 1.60472 -0.23212 0.0 -0.1 0.0 -1.009
H -0.66650 2.89278 -1.92800 0.1 -0.2 -0.1 0.240
H 0.97701 3.53357 -2.02411 0.0 -0.2 -0.1 0.369
H 0.12034 3.54254 -0.51545 0.0 -0.3 0.1 0.213
H -0.76843 0.55032 -1.57643 -0.3 -0.1 0.1 0.144
```
Forces are in eV/Å.

The LUMO energy (spin up / spin down) comes out at 0.105 / 0.105 Eh. As for the total charge: -1. The calculation puts the energy above the lowest of the compared OMol25 structures with the same formula, charge and spin at 69.45 kJ/mol. The spin multiplicity is 5. The calculation puts the orbital gap (spin up / spin down) at 0.234 / 0.223 hartree.

---

# C12H31MnO9P2

A molecular structure, C12H31MnO9P2 (ωB97M-V/def2-TZVPD, the Open Molecules 2025 dataset).

The geometry in XYZ format:
```
55
Properties=species:S:1:pos:R:3:forces:R:3:mulliken_charge:R:1
Mn 0.00230 -3.14620 -2.50670 -0.2 0.7 1.2 0.192
O -0.07143 -2.21393 -0.77293 -0.1 0.2 0.0 -0.699
H -0.21818 -1.46168 -0.16703 0.1 -0.9 -0.9 0.131
C 4.63543 -2.37308 0.57969 0.8 0.1 0.4 -1.363
C 3.61165 -2.31953 -0.54066 0.3 1.3 2.3 -0.057
O 4.16255 -2.93303 -1.71786 -0.8 -0.5 0.5 -0.080
P 3.42488 -2.40115 -2.99180 0.9 1.4 -2.2 0.494
O 1.93533 -2.29119 -2.84643 2.3 0.6 -0.3 -0.168
O 4.33256 -1.04625 -3.37582 -2.2 -1.1 0.3 -0.285
C 5.59674 -1.14199 -4.06696 0.5 -2.3 -0.2 -0.127
C 6.63129 -0.15813 -3.60890 -1.3 0.1 0.0 -1.121
O 3.86192 -3.37960 -4.16709 0.0 1.0 0.5 -0.276
C 3.48968 -4.73698 -4.09418 0.0 -1.8 0.3 -0.045
C 4.59494 -5.59051 -3.60383 2.9 -0.1 0.4 -1.174
H 4.97037 -3.39419 0.76204 0.0 0.0 -0.1 0.315
H 5.50934 -1.73464 0.45014 0.2 -0.2 -0.8 0.299
H 4.31075 -1.98416 1.54480 -0.9 -0.2 -0.1 0.412
H 2.67436 -2.69627 -0.13120 -0.1 -0.9 -0.9 0.297
H 3.35471 -1.27808 -0.73420 0.2 0.2 -0.3 0.309
H 6.02628 -2.10668 -3.79684 0.0 -0.3 0.1 0.231
H 5.48091 -1.26092 -5.14424 -0.5 0.7 -0.1 0.372
H 6.67765 -0.37464 -2.54163 0.6 0.7 0.1 0.244
H 7.55818 -0.39437 -4.13155 0.0 0.1 0.2 0.359
H 6.29003 0.85146 -3.83771 0.4 0.2 0.3 0.303
H 2.69261 -4.95842 -3.38443 -0.8 0.7 -0.6 0.131
H 3.35621 -5.13171 -5.10140 -1.1 0.6 0.0 0.339
H 4.34363 -6.61859 -3.34304 -0.3 0.1 -0.2 0.357
H 5.39155 -5.59994 -4.34776 0.0 -0.4 -0.4 0.326
H 5.17527 -5.17984 -2.77760 -0.6 0.2 0.6 0.285
C -1.83041 1.27876 1.48847 0.1 -0.2 0.0 -1.262
C -2.53867 2.63898 1.62854 0.9 -0.8 -1.1 -0.123
O -3.56729 2.62235 2.57037 -1.7 0.2 1.6 -0.220
P -4.77528 3.69992 2.46925 2.3 0.1 1.1 0.737
O -4.29052 4.97451 1.87357 -1.2 -1.3 0.5 -0.693
O -5.78676 2.77837 1.64974 1.3 0.8 1.5 -0.166
C -7.14585 2.65237 1.90655 -2.7 0.9 -1.7 -0.157
C -7.81973 3.11207 0.57241 -0.2 -0.7 -0.1 -1.207
O -5.28747 3.82136 4.04982 -0.5 -1.2 -3.1 -0.345
C -4.41232 4.31950 5.02494 2.3 0.4 1.1 -0.252
C -3.91451 3.21621 5.97359 -0.9 -0.8 0.5 -1.070
H -1.33186 1.15489 0.52712 0.2 0.7 -0.2 0.426
H -1.05656 1.14642 2.24460 -0.2 -0.2 0.2 0.318
H -2.47555 0.40124 1.44545 -0.5 0.2 0.6 0.362
H -1.81998 3.37487 1.98917 0.1 0.2 -0.7 0.195
H -2.99081 2.85391 0.66031 0.4 0.5 -0.1 0.295
H -7.44878 1.63787 2.16567 0.5 -0.2 -0.1 0.324
H -7.52869 3.28700 2.70579 0.4 0.1 0.2 0.267
H -8.86669 2.83433 0.45062 -0.3 0.3 0.7 0.403
H -7.68475 4.17529 0.37378 0.0 0.0 0.3 0.306
H -7.40120 2.59322 -0.28999 0.6 -0.1 0.2 0.299
H -3.49319 4.72171 4.59889 -0.2 0.4 -0.5 0.241
H -4.92552 5.13399 5.53613 0.0 -0.2 0.1 0.407
H -4.81502 2.75257 6.37635 0.0 -0.6 -0.1 0.273
H -3.25849 2.46957 5.52608 -0.5 -0.1 -0.7 0.235
H -3.33542 3.40318 6.87791 -0.1 1.4 -0.1 0.405
```
Forces are in eV/Å.

The LUMO energy (spin up / spin down) comes out at 0.024 / 0.015 Eh. As for the total charge: 0. The spin multiplicity is 7. The calculation puts the orbital gap (spin up / spin down) at 0.244 / 0.348 hartree.

---

# C12H32BrN4O4

5 unconnected molecules or ions with the total composition C12H32BrN4O4 (ωB97M-V/def2-TZVPD, the Open Molecules 2025 dataset).

The geometry in XYZ format:
```
53
Properties=species:S:1:pos:R:3:forces:R:3:mulliken_charge:R:1
Br 0.32707 0.06333 -0.11180 0.6 -0.5 0.4 -0.837
C -1.13161 -3.89908 -0.14316 0.5 -0.4 -1.4 -0.645
C 0.20093 -4.36432 -0.80788 -1.8 -2.4 1.9 0.386
O 0.33779 -5.52173 -1.14923 0.7 3.7 0.2 -0.404
N 1.35481 -3.34586 -0.79108 1.0 -1.4 -2.9 0.254
H 1.10909 -2.38733 -0.58874 -0.9 0.9 0.6 -0.087
H 2.02208 -3.65750 -0.09990 0.5 -0.3 0.2 0.406
C 1.96279 -3.23796 -2.23029 -0.1 0.5 0.0 -0.722
H -1.74269 -3.76836 -1.03625 -0.5 0.1 0.0 0.339
H -1.24868 -2.97756 0.42709 0.8 -0.1 -0.1 0.013
H -1.54068 -4.76803 0.37228 0.1 0.1 0.0 0.398
H 1.14054 -2.84621 -2.82907 0.1 -0.2 0.0 0.402
H 2.37852 -4.12969 -2.69941 -0.5 -0.4 0.8 0.356
H 2.76806 -2.50463 -2.27356 -0.1 0.1 0.6 0.247
C -4.54974 1.92396 -1.35261 0.2 -0.3 -0.1 -1.211
C -3.19986 2.54192 -1.09010 -0.9 1.9 0.5 0.357
O -2.99268 3.35129 -0.12994 0.8 -1.0 -0.6 -0.652
N -1.98249 1.92071 -1.76638 -1.3 2.3 -1.0 0.305
H -1.43366 1.41395 -1.08661 0.9 0.0 0.4 -0.160
H -2.38746 1.23761 -2.39047 0.2 -0.2 -0.5 0.360
C -1.12046 3.00800 -2.55883 -0.6 -1.9 0.4 -0.764
H -4.83638 1.79657 -2.39650 0.4 -0.4 -0.2 0.387
H -5.39842 2.50236 -0.98751 0.6 0.5 0.4 0.340
H -4.61504 0.98322 -0.80594 -0.3 -0.6 -0.1 0.223
H -1.54857 3.21235 -3.54019 -0.6 -0.1 0.4 0.335
H -0.19814 2.47237 -2.78357 0.4 0.4 0.4 0.285
H -1.05927 3.91650 -1.95967 0.1 -0.4 0.1 0.310
C 4.25652 -0.09876 1.64620 -0.4 0.7 -1.3 -1.037
C 4.48513 0.10531 0.13874 3.0 -0.9 0.0 0.649
O 5.34485 -0.44693 -0.52099 -2.8 1.5 1.1 -0.403
N 3.70958 1.28822 -0.47775 -0.6 -0.3 -1.2 -0.068
H 2.72931 1.25020 -0.23747 -1.2 -1.0 0.2 0.053
H 3.90750 2.15230 0.00630 1.1 0.6 0.1 0.439
C 3.76654 1.45188 -2.03353 0.4 -0.1 1.7 -0.676
H 3.20389 -0.33793 1.79737 0.0 -0.4 0.1 0.248
H 4.36927 0.86052 2.15133 0.3 0.2 0.0 0.394
H 4.97489 -0.81015 2.05359 -0.3 0.0 -0.2 0.334
H 3.28701 0.57024 -2.45879 0.4 0.0 0.0 0.235
H 4.83717 1.55810 -2.20841 -0.3 -0.1 -0.7 0.367
H 3.16895 2.32725 -2.28792 0.3 0.0 0.1 0.360
C -1.72701 2.53160 3.27925 -0.3 -0.9 0.1 -1.183
C -2.19709 1.18297 2.60188 -0.9 3.9 1.1 0.497
O -3.13016 1.11339 1.88385 0.5 -0.9 0.0 -0.286
N -1.45446 -0.03651 2.99337 -0.7 -1.8 0.0 0.050
H -0.66160 -0.13544 2.37556 0.6 0.0 -1.1 0.048
H -1.02825 0.01161 3.90777 -0.1 0.4 0.6 0.452
C -2.31468 -1.31467 2.92195 1.8 0.1 0.5 -0.884
H -0.90427 2.99070 2.73113 -0.1 -0.1 -0.2 0.281
H -1.44893 2.47357 4.33158 0.5 -0.8 0.0 0.493
H -2.55169 3.23535 3.39213 -0.2 -0.2 -1.0 0.323
H -2.95846 -1.31150 3.80151 -0.6 0.2 -0.7 0.366
H -1.59169 -2.10717 3.11516 0.0 -0.1 -0.1 0.411
H -2.68827 -1.43979 1.90565 -0.5 0.4 0.5 0.315
```
Forces are in eV/Å.

The LUMO energy (spin up / spin down) comes out at -0.216 / -0.217 Eh. As for the total charge: +2. The calculation puts the energy above the lowest of the compared OMol25 structures with the same formula, charge and spin at 39.83 kJ/mol. The spin multiplicity is 2. The calculation puts the orbital gap (spin up / spin down) at 0.091 / 0.250 hartree.

---

Strongest force on any atom: 1.7; 3.4; 4.1 (eV Å⁻¹)
E: -2115.7138; -2986.7777; -3569.7113 (a.u.)